Entry 1:
{
  "formula": "C2H7NS2",
  "method": "ωB97M-V with the def2-TZVPD basis set",
  "species": ["C", "N", "H", "H", "H", "C", "S", "S", "H", "H", "H", "H"],
  "coordinates": [[1.05212, 2.70009, 0.20030], [-0.20854, 2.29291, 0.00670], [1.38436, 3.44484, 0.88116], [1.91140, 2.38151, -0.38933], [-0.14571, 1.69884, -0.86861], [-0.43857, -2.35061, 0.90522], [0.32575, -1.16087, -0.21321], [-1.41871, -0.68200, -1.32224], [0.35933, -2.61585, 1.63269], [-1.44537, -1.97300, 1.35117], [-0.65061, -3.18619, 0.34102], [-0.72546, -0.54968, -2.52487]],
  "orbital_gap_ev": 8.82,
  "smiles": "C=N.CSS",
  "largest_force_ev_per_a": 4.690,
  "homo_ev": -8.455,
  "lumo_energy_ev": 0.370
}

Entry 2:
{
  "formula": "C2H7O2",
  "method": "ωB97M-V with the def2-TZVPD basis set",
  "species": ["C", "O", "C", "H", "H", "H", "H", "H", "H", "H", "O"],
  "coordinates": [[0.04104, 0.16804, -0.37581], [1.08175, -0.32264, 0.37240], [-0.73479, -1.03897, -0.97218], [0.46063, 0.73814, -1.26796], [-0.66495, 0.81282, 0.19036], [0.12221, -1.60230, -1.38362], [-1.42757, -0.77686, -1.78150], [-1.19163, -1.61465, -0.17026], [1.00623, 0.51057, 1.53819], [0.40932, 1.79651, 1.57746], [0.89777, 1.32935, 2.27292]],
  "orbital_gap_ev": 7.88,
  "largest_force_ev_per_a": 1.484,
  "homo_ev": -3.253,
  "lumo_energy_ev": 4.632,
  "total_charge": -1
}

Entry 3:
{
  "formula": "C2H7O2",
  "method": "ωB97M-V with the def2-TZVPD basis set",
  "species": ["O", "H", "H", "H", "O", "C", "C", "H", "H", "H", "H"],
  "coordinates": [[-1.68338, -2.66616, -0.51107], [-0.66520, -2.44826, -0.35241], [-1.95008, -2.84623, -1.48370], [-2.22840, -3.33232, 0.05276], [-0.22636, 0.50708, -0.19826], [0.56594, 1.48060, -0.06098], [1.69005, 1.64110, 0.85271], [0.31160, 2.31525, -0.71312], [2.18473, 0.61657, 1.19011], [2.59139, 2.07680, 0.34574], [1.49794, 2.16065, 1.88492]],
  "orbital_gap_ev": 7.89,
  "largest_force_ev_per_a": 4.600,
  "homo_ev": -13.320,
  "lumo_energy_ev": -5.427,
  "total_charge": 1
}